(1)
The following is a DFT calculation (ωB97M-V/def2-TZVPD) of C10H20N6O2SZr as an isolated structure.

Output
- Energy above the lowest of the compared OMol25 structures with the same formula, charge and spin: 39.2 kJ/mol
- Charge: +2
- Kohn-Sham gap: 8.691 eV
- Spin multiplicity: 1

The geometry in XYZ format:
```
40
C10H20N6O2SZr | the Open Molecules 2025 dataset | ωB97M-V/def2-TZVPD
Zr 0.776 -2.608 -1.268
N 1.011 -1.521 2.841
C 0.019 -0.723 2.145
C 0.215 0.788 2.257
C -0.876 1.604 1.571
C -0.746 3.106 1.796
N -1.036 3.447 3.193
C -0.836 4.646 3.734
N -1.095 4.848 5.025
N -0.365 5.645 2.993
C 0.129 -1.248 0.727
O -0.606 -2.214 0.333
O 1.058 -0.838 -0.058
H 0.727 -1.819 3.761
H 1.928 -1.097 2.865
H -0.970 -1.017 2.501
H 1.191 1.047 1.837
H 0.258 1.016 3.325
H -1.869 1.277 1.897
H -0.842 1.442 0.491
H -1.439 3.639 1.139
H 0.274 3.424 1.565
H -1.552 2.774 3.738
H -1.332 4.087 5.638
H -1.052 5.768 5.430
H -0.284 5.563 1.995
H -0.121 6.529 3.407
S 2.184 -4.174 -0.759
C 0.994 -4.670 -6.535
N 0.569 -3.796 -5.440
C -0.352 -2.775 -5.539
C -0.455 -2.229 -4.307
N 0.397 -2.907 -3.444
C 0.996 -3.848 -4.185
H 0.136 -5.221 -6.912
H 1.737 -5.367 -6.159
H 1.429 -4.069 -7.329
H -0.842 -2.537 -6.467
H -1.076 -1.411 -3.984
H 1.718 -4.558 -3.816
```

(2)
The following is a DFT calculation (ωB97M-V/def2-TZVPD) of C45H36Cl2NO8RhS3 as an isolated structure.

Output
- Energy above the lowest of the compared OMol25 structures with the same formula, charge and spin: 276.9 kJ/mol
- Charge: 0
- Kohn-Sham gap (spin up / spin down): 6.313 / 5.907 eV
- Spin multiplicity: 5

The geometry in XYZ format:
```
96
C45H36Cl2NO8RhS3 | the Open Molecules 2025 dataset | ωB97M-V/def2-TZVPD
Rh -1.619 -0.889 -0.621
C -3.357 -1.377 7.452
C -2.918 -1.604 6.029
C -1.606 -1.961 5.733
C -1.198 -2.179 4.423
C -2.126 -2.015 3.410
C -3.448 -1.685 3.671
C -3.833 -1.477 4.983
S -1.575 -2.234 1.730
O -0.347 -3.074 1.765
C -0.983 -0.430 1.353
C -1.930 0.513 1.988
C -1.588 1.302 3.001
C -0.307 1.131 3.667
C -0.069 1.697 4.920
C 1.057 1.360 5.647
C 1.951 0.420 5.132
C 1.746 -0.112 3.877
C 0.640 0.266 3.094
C 0.421 -0.260 1.745
C 1.574 -0.695 0.999
C 2.867 -0.063 1.232
C 2.964 1.278 1.677
C 4.179 1.867 1.883
C 5.368 1.138 1.675
C 5.305 -0.141 1.199
C 4.059 -0.752 0.926
C 3.995 -2.019 0.277
C 2.807 -2.453 -0.209
C 1.616 -1.757 0.097
S 0.292 -2.141 -0.991
O -0.005 -3.570 -1.158
C 1.152 -1.646 -2.482
C 0.908 -2.395 -3.627
C 1.505 -2.021 -4.817
C 2.359 -0.922 -4.882
C 2.936 -0.479 -6.198
C 2.639 -0.230 -3.710
C 2.033 -0.574 -2.513
H -2.509 -1.394 8.135
H -4.062 -2.148 7.771
H -3.860 -0.414 7.557
H -0.888 -2.073 6.538
H -0.183 -2.467 4.182
H -4.164 -1.585 2.861
H -4.863 -1.214 5.201
H -2.959 0.470 1.682
H -2.332 1.951 3.451
H -0.805 2.378 5.332
H 1.229 1.800 6.622
H 2.805 0.102 5.718
H 2.438 -0.852 3.497
H 2.058 1.847 1.840
H 4.228 2.900 2.206
H 6.327 1.601 1.865
H 6.211 -0.696 0.986
H 4.907 -2.572 0.088
H 2.744 -3.332 -0.840
H 0.287 -3.277 -3.572
H 1.308 -2.599 -5.712
H 3.244 -1.330 -6.806
H 3.795 0.176 -6.057
H 2.184 0.075 -6.765
H 3.326 0.607 -3.734
H 2.267 -0.016 -1.614
C 1.454 4.812 -4.445
C 0.555 3.615 -4.267
C 0.643 2.805 -3.144
C -0.199 1.713 -2.977
C -1.140 1.423 -3.943
C -1.246 2.223 -5.082
C -0.401 3.303 -5.236
S -2.379 0.173 -3.883
O -2.376 -0.435 -5.190
O -3.591 0.769 -3.400
N -1.866 -0.993 -2.785
C -2.281 -2.261 -3.148
C -3.551 -2.775 -2.004
O -4.485 -3.231 -2.584
O -3.130 -2.597 -0.853
H 2.123 4.936 -3.593
H 0.866 5.726 -4.548
H 2.065 4.717 -5.345
H 1.378 3.029 -2.378
H -0.112 1.112 -2.088
H -1.980 1.987 -5.841
H -0.482 3.917 -6.126
H -1.615 -3.064 -2.828
H -2.673 -2.380 -4.149
Cl -4.826 2.790 -1.891
C -4.009 2.455 -0.367
Cl -5.185 2.178 0.955
C -3.029 1.293 -0.500
O -1.834 1.572 -0.634
O -3.453 0.101 -0.439
H -3.435 3.331 -0.102
```

(3)
The following is a DFT calculation (ωB97M-V/def2-TZVPD) of C29H45CeFP2 as an isolated structure in a non-equilibrium geometry.

Output
- Charge: +2
- Kohn-Sham gap (spin up / spin down): 6.957 / 6.968 eV
- Spin multiplicity: 1

The geometry in XYZ format:
```
78
C29H45CeFP2 | the Open Molecules 2025 dataset | ωB97M-V/def2-TZVPD
Ce 0.018 1.511 -0.220
C 1.787 3.170 -1.281
C 1.041 2.568 -2.362
C -0.343 4.079 -1.291
C 0.928 4.099 -0.621
C -0.280 3.129 -2.356
C 3.236 2.969 -0.977
H 3.599 1.984 -1.294
H 3.437 3.058 0.095
H 3.854 3.726 -1.482
C 1.283 5.040 0.475
H 2.360 4.986 0.702
H 0.736 4.819 1.400
H 1.043 6.075 0.191
C -1.453 5.034 -1.015
H -1.145 6.077 -1.225
H -1.781 4.997 0.035
H -2.334 4.815 -1.641
C -1.343 2.921 -3.380
H -1.317 3.708 -4.146
H -2.340 2.945 -2.933
H -1.241 1.959 -3.894
C 1.583 1.636 -3.404
H 1.905 2.191 -4.301
H 0.829 0.903 -3.731
H 2.451 1.065 -3.040
C 1.148 -4.090 1.755
C 2.162 -4.156 0.865
C 2.222 -5.115 -0.285
C 0.843 -5.493 -0.900
C -0.113 -4.353 -1.016
C -1.140 -4.164 -0.143
C -1.245 -4.814 1.193
C 0.111 -5.146 1.888
H 2.696 -6.070 0.007
H 0.416 -6.341 -0.351
H 2.877 -4.688 -1.064
H 0.468 -6.129 1.555
H 1.254 -3.463 2.637
H 3.112 -3.641 1.078
H -0.106 -5.274 2.953
H -1.823 -4.141 1.851
H -2.019 -3.554 -0.378
H -1.803 -5.766 1.163
H 1.055 -5.876 -1.906
H -0.031 -3.804 -1.954
P 1.312 -0.684 0.876
C 1.778 -0.942 2.596
C 2.417 -1.417 -0.385
P -1.560 -0.725 -0.763
C -0.360 -1.435 0.558
C -1.484 -1.708 -2.292
C -3.266 -0.913 -0.133
H 1.120 -0.322 3.221
H 2.818 -0.621 2.738
H 1.693 -1.967 2.954
H 2.374 -2.512 -0.419
H 3.450 -1.114 -0.134
H 2.178 -1.062 -1.403
H -3.499 -1.933 0.210
H -3.964 -0.631 -0.940
H -3.407 -0.203 0.697
H -0.914 -1.539 1.499
H -0.055 -2.442 0.263
H -2.257 -1.343 -2.988
H -1.654 -2.780 -2.143
H -0.498 -1.566 -2.763
F -3.376 3.888 4.863
C -2.656 3.465 3.755
C -3.334 3.271 2.558
C -2.598 2.830 1.435
C -1.246 2.576 1.590
C -0.554 2.830 2.764
C -1.283 3.274 3.893
H -4.402 3.495 2.493
H -3.103 2.675 0.473
H 0.530 2.684 2.832
H -0.798 3.486 4.844
```

(4)
The following is a DFT calculation (ωB97M-V/def2-TZVPD) of a 2-piece molecular cluster, C6H15N2O3 overall in a non-equilibrium geometry.

Output
- Energy above the lowest of the compared OMol25 structures with the same formula, charge and spin: 37.8 kJ/mol
- Charge: +1
- Kohn-Sham gap: 9.683 eV
- Spin multiplicity: 1

The geometry in XYZ format:
```
26
C6H15N2O3 | the Open Molecules 2025 dataset | ωB97M-V/def2-TZVPD
C 1.639 -0.367 -0.527
C -1.130 2.830 0.198
C -0.785 -1.763 1.618
C -1.218 1.882 -0.984
C -1.720 -1.987 0.442
C -0.886 -0.449 -1.153
N 2.175 -1.545 -0.756
N 2.325 0.541 0.104
O 3.615 0.315 0.668
O -1.358 0.541 -0.479
O -1.084 -1.668 -0.819
H -1.008 3.847 -0.163
H -2.039 2.779 0.790
H -0.285 2.577 0.834
H 0.131 -2.333 1.492
H -0.539 -0.710 1.727
H -1.278 -2.098 2.526
H -0.325 1.935 -1.616
H -2.103 2.104 -1.589
H -2.626 -1.384 0.543
H -1.985 -3.040 0.343
H -0.462 -0.312 -2.147
H 1.666 -2.246 -1.267
H 3.107 -1.783 -0.431
H 1.924 1.419 0.400
H 4.249 0.914 0.246
```

Number 1: energy -35836.0929 eV. Number 2: energy -125673.2675 eV. Number 3: energy -65009.1723 eV. Number 4: energy -15578.5706 eV.